Density functional theory data (ωB97M-V/def2-TZVPD) for a 2-piece molecular cluster, C2H6O overall.

XYZ file:
```
9
Properties=species:S:1:pos:R:3:forces:R:3
C 1.132 -0.927 2.505 -3.25 -1.13 1.84
O 0.982 -0.303 1.499 0.96 0.36 0.04
H 0.933 -2.010 2.606 1.11 -0.60 -1.14
H 0.911 -0.617 3.575 1.17 1.36 -0.74
C -0.740 0.727 -2.020 -1.47 1.42 -0.80
H -1.507 0.292 -2.669 0.19 -0.26 0.10
H -1.247 1.592 -1.573 0.06 -0.25 0.27
H -0.010 1.201 -2.676 0.55 -0.65 0.33
H -0.454 0.045 -1.246 0.68 -0.26 0.11
```
Forces are in eV/Å.

Computed properties:
* LUMO level: 0.5 eV
* SMILES: C=O.C